Entry 1:
Formula: C7H34O10
Source: the OMol25 dataset
Level of theory: ωB97M-V with the def2-TZVPD basis set

Last column: Mulliken charge in e.
Element x y z (Å)
C1 -0.8390 -0.4994 2.1513  -1.1799
C2 0.2060 -1.0149 1.4935  1.0608
C3 1.0121 -2.1977 1.8680  -1.3984
C4 0.8005 0.1123 0.5819  1.6274
C5 1.8018 -0.4019 -0.4058  -0.6616
C6 2.4333 0.8031 -1.1200  -0.5415
C7 1.5258 1.3884 -2.1722  -0.6050
H1 -1.4009 -0.9780 2.9118  0.3884
H2 -1.3813 0.3899 1.8587  0.0433
H3 1.9942 -2.1929 1.3671  0.2181
H4 0.4713 -3.1469 1.6118  0.2479
H5 1.1270 -2.2741 2.9398  0.4012
H6 -0.0260 0.6933 0.1339  -0.2424
H7 1.1963 0.8026 1.3451  -0.2133
H8 1.1539 -1.0652 -1.0206  -0.1615
H9 2.6007 -1.1054 -0.1552  0.4795
H10 3.4434 0.5822 -1.4585  0.5392
H11 2.7827 1.5096 -0.3695  0.1241
H12 1.4704 2.4213 -2.3186  0.4534
H13 1.6879 0.8619 -3.1585  0.2571
H14 0.5024 0.9559 -2.0734  -0.3311
O1 -0.0933 -1.4433 -3.2556  -0.7577
H15 -0.9914 -1.2693 -3.5332  0.3722
H16 0.1865 -0.6875 -2.7210  0.0537
O2 3.9134 0.9494 1.9680  -0.6679
H17 4.0414 1.0896 1.0189  0.3261
H18 3.1312 1.4617 2.2494  0.3536
O3 -0.1025 2.8679 3.4201  -0.6784
H19 -0.7722 2.5993 2.7615  0.3334
H20 -0.2769 2.2078 4.1110  0.3645
O4 -1.3538 3.0632 1.0156  -0.6657
H21 -1.4853 3.8789 0.5298  0.2761
H22 -0.4123 2.8210 0.8733  0.2711
O5 1.8007 2.9622 1.9236  -0.7050
H23 2.5588 3.5300 2.0381  0.2565
H24 1.2536 2.6871 2.7483  0.4519
O6 -3.2192 -0.0990 0.3414  -0.6076
H25 -3.1793 -1.0259 0.5819  0.2879
H26 -3.2398 0.5143 1.0850  0.2981
O7 -2.7483 -1.6304 -2.9016  -0.7120
H27 -2.4972 -0.9068 -2.2320  0.3148
H28 -2.9863 -2.2680 -2.1960  0.4354
O8 -0.2668 -3.7407 -2.0028  -0.6030
H29 -0.0959 -3.2811 -2.8311  0.2984
H30 0.4197 -4.3230 -1.6851  0.2611
O9 -2.1892 0.8079 -2.0907  -0.6314
H31 -2.7183 1.0573 -2.8544  0.2500
H32 -2.6553 1.0683 -1.2387  0.2959
O10 -1.4685 -2.5888 -0.0578  -0.4816
H33 -1.3471 -2.2517 -0.9451  0.2635
H34 -1.1075 -3.4718 -0.0864  0.2406

- gap between HOMO and LUMO (eV) = 8.758
- SMILES = C=C(C)CCCC.O.O.O.O.O.O.O.O.O.O
- HOMO level (eV) = -8.56
- net charge = 0
- 2S+1 = 1



Entry 2:
Formula: C7H35NO9
Source: the OMol25 dataset
Level of theory: ωB97M-V with the def2-TZVPD basis set

Last column: Mulliken charge in e.
Element x y z (Å)
C1 0.9654 1.9504 -1.6950  -0.8876
C2 1.6578 0.6156 -1.9751  0.2206
C3 2.6247 0.2077 -0.8633  -1.0069
C4 1.9291 -0.2229 0.4496  -0.0759
N1 1.4614 -1.6497 0.2745  0.0820
C5 0.9219 -2.2287 1.5003  -0.3189
C6 -0.4125 -2.9759 1.2569  -0.5590
C7 -1.5523 -2.0118 1.0285  -0.1592
H1 0.2452 2.2426 -2.5201  0.3567
H2 0.3898 1.9259 -0.8206  -0.3078
H3 1.7061 2.7127 -1.6381  0.4602
H4 0.8706 -0.1678 -2.1383  -0.1439
H5 2.1868 0.6611 -2.9103  0.4409
H6 3.2644 -0.5977 -1.2380  0.4257
H7 3.3261 1.0783 -0.6212  0.4276
H8 2.7191 -0.2188 1.2712  0.3656
H9 1.0686 0.4456 0.6825  0.0541
H10 0.7900 -1.6848 -0.5252  -0.1016
H11 1.6935 -2.9784 1.8489  0.2929
H12 0.7425 -1.5140 2.2971  0.0056
H13 -0.3034 -3.6417 0.3592  0.1743
H14 -0.6105 -3.6520 2.1684  0.3734
H15 -1.6824 -1.3304 1.8662  0.2481
H16 -1.4357 -1.4259 0.1691  -0.3739
H17 -2.5507 -2.5426 0.9148  0.3371
O1 -2.2330 2.1829 -1.3785  -0.8174
H18 -1.6667 2.5794 -0.6785  0.3954
H19 -2.9930 1.8466 -0.8723  0.4542
O2 0.7627 0.9907 3.0654  -0.8611
H20 1.0095 0.0869 2.8513  0.1366
H21 -0.1858 1.0511 2.8839  0.5768
O3 -1.8095 1.2228 2.2803  -0.7368
H22 -1.6253 2.0043 1.7246  0.4753
H23 -2.3757 1.5499 2.9845  0.2725
O4 2.4104 -2.9305 -2.2738  -0.6984
H24 1.5386 -2.6405 -2.4333  0.3652
H25 2.5319 -2.7979 -1.3183  0.3764
O5 -0.2221 -2.3351 -2.2463  -0.6414
H26 -0.8165 -1.5883 -2.1040  0.2647
H27 -0.7515 -3.0830 -2.0556  0.3007
O6 1.4927 2.9434 1.3871  -0.8343
H28 1.3372 2.2593 2.0892  0.4773
H29 2.0182 2.4872 0.6921  0.2736
O7 -3.6117 0.4187 0.0593  -0.8097
H30 -3.1524 -0.1830 -0.5600  0.4663
H31 -3.0435 0.4069 0.8288  0.3683
O8 -1.0212 3.2868 0.7518  -0.7220
H32 0.0076 3.2339 0.9522  0.4812
H33 -1.2256 4.2088 0.8302  0.2196
O9 -2.0330 -0.3872 -1.9781  -0.8041
H34 -2.5195 -0.4179 -2.8228  0.2741
H35 -1.8381 0.6074 -1.8010  0.4169

- gap between HOMO and LUMO (eV) = 9.079
- SMILES = CCCCNCCC.O.O.O.O.O.O.O.O.O
- HOMO level (eV) = -8.93
- net charge = 0
- 2S+1 = 1



Entry 3:
Formula: C7H37NO13
Source: the OMol25 dataset
Level of theory: ωB97M-V with the def2-TZVPD basis set

Last column: Mulliken charge in e.
Element x y z (Å)
C1 2.0903 2.9612 1.2197  -0.4589
C2 2.7369 2.0969 0.4499  -0.2036
N1 2.0056 0.9829 -0.0674  0.1996
C3 2.7221 0.0501 -0.9078  -0.8754
C4 -1.0467 -2.0376 -0.7572  -0.3615
C5 0.1900 -2.7758 -0.1619  -0.4409
C6 1.3077 -1.7849 -0.0953  -0.6000
C7 1.8383 -1.1676 -1.1503  -0.5844
H1 1.0830 2.8685 1.5933  -0.3828
H2 2.6804 3.6197 1.8636  0.2990
H3 3.7798 2.1140 0.1401  0.4432
H4 1.4526 0.6190 0.6877  0.2200
H5 3.0103 0.4158 -1.9032  0.4578
H6 3.7371 -0.2197 -0.5605  0.3094
H7 -1.2941 -1.1024 -0.2533  0.2152
H8 -1.9912 -2.5671 -0.4758  0.0300
H9 -0.0978 -3.2050 0.8051  0.4054
H10 1.6767 -1.4888 0.8674  0.5305
H11 1.6135 -1.2903 -2.1900  0.5119
H12 -4.3355 -1.9070 1.2591  0.3224
H13 -3.6772 -3.3281 1.1188  0.3309
O1 -4.3751 -2.8247 1.5392  -0.6300
H14 3.1642 -0.9492 2.9802  0.2886
H15 3.8332 0.1499 2.0074  0.2712
O2 3.0708 -0.1234 2.5137  -0.5337
H16 1.3430 2.2226 -1.8688  0.2825
H17 0.5530 1.6759 -3.0933  0.5266
O3 0.7540 2.4859 -2.5868  -0.8393
H18 -1.2666 3.6754 1.1342  0.3408
H19 -1.4537 4.2444 2.4636  0.3319
O4 -1.0558 3.4590 2.0625  -0.6814
H20 0.6188 0.2084 -4.7859  0.2179
H21 -0.6389 0.6586 -3.9630  0.3378
O5 0.1870 0.1601 -3.9291  -0.6080
H22 -1.3704 -4.5421 -2.1378  0.2893
H23 -0.7222 -3.7324 -3.2674  0.3024
O6 -0.7133 -4.5802 -2.8346  -0.6320
H24 0.9319 2.6461 3.4688  0.3018
H25 0.2635 4.0113 3.2231  0.3924
O7 0.7612 3.4931 3.8822  -0.6357
H26 -2.1284 -0.9030 -3.2102  0.4462
H27 -3.2081 0.2094 -3.6767  0.2783
O8 -2.3801 -0.1966 -3.8192  -0.6613
H28 0.4609 -3.5723 -0.8545  0.3369
H29 -0.5882 -1.1836 -2.5098  0.3668
O9 -0.9895 -1.9911 -2.1551  -0.4285
H30 0.7203 -1.7119 3.4069  0.3121
H31 1.2522 -1.1673 4.8035  0.2944
O10 1.2511 -1.8905 4.1849  -0.6115
H32 -0.5252 2.1637 -0.4014  0.3146
H33 -0.8934 3.2150 -1.3640  0.3640
O11 -1.2745 2.7361 -0.6130  -0.7350
H34 -4.2473 1.3373 -1.5267  0.2565
H35 -2.7086 1.4667 -1.1118  0.3957
O12 -3.4346 0.8657 -1.3424  -0.6211
H36 -1.8854 -2.1849 3.7265  0.3173
H37 -1.4395 -0.9974 4.5242  0.2838
O13 -1.3480 -1.3878 3.6482  -0.5998

- gap between HOMO and LUMO (eV) = 8.761
- HOMO level (eV) = -8.59
- net charge = 0
- 2S+1 = 1



Entry 4:
Formula: C7H3F9O3
Source: the OMol25 dataset
Level of theory: ωB97M-V with the def2-TZVPD basis set

Last column: Mulliken charge in e.
Element x y z (Å)
C1 0.4872 0.6050 2.8238  -0.7211
O1 -0.5344 0.9338 1.9032  -0.3082
C2 -1.0864 -0.0895 1.1887  0.1661
O2 -0.9317 -1.2658 1.4765  -0.5500
C3 -2.0888 0.3200 0.0880  1.1207
F1 -2.7644 -0.8425 -0.2436  -0.2454
F2 -2.9372 1.2491 0.6994  -0.2956
C4 -1.3624 0.8907 -1.0964  0.5091
F3 -0.3952 1.8323 -0.7122  -0.1997
F4 -2.3633 1.3509 -1.8436  -0.2788
C5 -0.6238 -0.2263 -1.9433  0.5987
F5 0.0070 0.3784 -3.0509  -0.2635
F6 -1.4439 -1.3232 -2.2912  -0.2318
O3 0.4691 -0.9493 -1.1613  -0.3208
C6 1.7264 -0.4410 -1.0363  0.5644
F7 1.9242 0.8754 -1.1203  -0.2530
C7 2.8366 -1.2946 -0.9952  0.2132
F8 2.7594 -2.6514 -1.1643  -0.2087
F9 4.0884 -0.7431 -0.8674  -0.2037
H1 0.0692 -0.1296 3.4420  0.3542
H2 0.8370 1.3927 3.5435  0.2640
H3 1.3270 0.1281 2.3608  0.2899

- gap between HOMO and LUMO (eV) = 10.081
- SMILES = COC(=O)C(F)(F)C(F)(F)C(F)(F)OC(F)=C(F)F
- HOMO level (eV) = -9.61
- net charge = 0
- 2S+1 = 1



Entry 5:
Formula: C7H3NO3
Source: the OMol25 dataset
Level of theory: ωB97M-V with the def2-TZVPD basis set

Last column: Mulliken charge in e.
Element x y z (Å)
C1 0.7717 -1.7492 0.6143  -1.1146
C2 -0.4517 -1.2539 0.3110  -0.0348
C3 1.9414 -1.2227 0.4324  -0.3574
C4 2.0159 0.0959 -0.2688  -0.4541
C5 -1.5266 -0.8768 -0.0024  1.2930
C6 1.2305 1.0745 -0.1142  0.2858
C7 0.1009 1.8459 0.1235  0.0097
N1 -2.7354 -0.2450 -0.3184  0.8370
O1 -0.2548 2.5177 1.0557  -0.4880
O2 -3.6281 -0.6196 0.4050  -0.4856
O3 -2.6874 0.6225 -1.1698  -0.4862
H1 2.9300 -1.5976 0.6880  0.3974
H2 2.8156 -0.0366 -0.9954  0.3578
H3 -0.5218 1.4449 -0.7609  0.2401

- gap between HOMO and LUMO (alpha / beta) (eV) = 7.699 / 7.717
- HOMO level (alpha / beta) (eV) = -9.68 / -9.76
- net charge = 0
- 2S+1 = 1



Entry 6:
Formula: C7H4
Source: the OMol25 dataset
Level of theory: ωB97M-V with the def2-TZVPD basis set

Last column: Mulliken charge in e.
Element x y z (Å)
C1 0.2012 -1.1459 -0.9824  0.3974
C2 0.7201 -1.5278 0.1941  -0.3221
C3 0.4100 1.4004 0.4041  -0.4731
C4 0.0806 0.2662 1.0127  0.3600
C5 -0.4884 -0.3541 -1.6774  -0.5600
C6 0.4693 -1.0320 1.4276  -0.3352
C7 -0.7949 0.8659 -0.0878  -0.4200
H1 1.1270 1.9804 0.0075  0.3662
H2 -0.9228 -0.2122 -2.6932  0.3360
H3 1.0128 -1.4457 2.3703  0.2984
H4 -1.8148 1.2048 0.0244  0.3524

- gap between HOMO and LUMO (alpha / beta) (eV) = 9.085 / 9.084
- HOMO level (alpha / beta) (eV) = -8.72 / -8.72
- net charge = 0
- 2S+1 = 1



| no. | E_tot (eV) |
| --- | --- |
| 1 | -28283.7061 |
| 2 | -27745.6874 |
| 3 | -35964.9177 |
| 4 | -37903.8143 |
| 5 | -14928.2735 |
| 6 | -7315.0680 |